<i>
Here is a 2-piece molecular cluster, C7H10O overall from OMol25. Energies are from the ωB97M-V functional and the def2-TZVPD basis.

Each atom is followed by the atoms it is bonded to, with distances in Å.
Positions of all 18 atoms, in Å:
1 C 0.511 -3.257 -0.118  C2 1.316, H6 1.112, H7 1.075
2 C 0.022 -2.143 0.384  C1 1.316, C3 1.239
3 C -0.494 -1.033 0.572  C2 1.239, C4 1.319
4 C -1.216 0.069 0.633  C3 1.319, C5 1.511, H8 1.050
5 C -1.011 1.048 1.766  C4 1.511, H9 1.145, H10 1.023, H11 1.125
6 H 1.457 -3.621 0.339  C1 1.112
7 H 0.107 -3.914 -0.867  C1 1.075
8 H -2.080 0.377 0.122  C4 1.050
9 H -0.156 0.668 2.426  C5 1.145
10 H -1.863 1.092 2.331  C5 1.023
11 H -0.491 1.977 1.404  C5 1.125
12 C 1.384 1.200 -1.119  C13 1.523, H15 1.040, H16 1.054, H17 1.035
13 C -0.072 1.397 -1.522  C12 1.523, O14 1.205, H18 1.132
14 O -0.885 2.272 -1.360  C13 1.205
15 H 1.893 0.998 -2.003  C12 1.040
16 H 1.368 0.464 -0.366  C12 1.054
17 H 1.737 1.983 -0.541  C12 1.035
18 H -0.211 0.424 -2.082  C13 1.132

Values from the calculation:
E_LUMO ... 0.176 eV
HOMO-LUMO gap ... 8.97 eV
SMILES ... C=C=C=CC.CC=O
E_HOMO ... -0.32305 Eh
Total charge ... 0
2S+1 ... 1

<ii>
Here is an isolated molecule of C7H10O from OMol25. Energies are from the ωB97M-V functional and the def2-TZVPD basis.

Each atom is followed by the atoms it is bonded to, with distances in Å.
Positions of all 18 atoms, in Å:
1 C -1.071 0.386 1.428  C2 1.477, H9 1.135, H10 1.121, H11 1.113
2 C -0.847 0.346 -0.032  C1 1.477, C3 1.513, C7 1.573, O8 1.364
3 C 0.018 1.455 -0.588  C2 1.513, C4 1.645, H12 1.146, H13 1.145
4 C 1.498 0.861 -0.184  C3 1.645, C5 1.504, H14 1.135, H15 1.208
5 C 1.553 -0.502 0.449  C4 1.504, C6 1.347, H16 1.073
6 C 0.664 -1.486 0.210  C5 1.347, C7 1.470, H17 1.074
7 C -0.267 -0.914 -0.774  C2 1.573, C6 1.470, O8 1.439, H18 1.045
8 O -1.651 -0.523 -0.712  C2 1.364, C7 1.439
9 H -2.047 0.874 1.738  C1 1.135
10 H -0.256 0.996 1.898  C1 1.121
11 H -1.029 -0.642 1.853  C1 1.113
12 H -0.255 1.452 -1.700  C3 1.146
13 H -0.134 2.418 0.013  C3 1.145
14 H 2.116 1.647 0.353  C4 1.135
15 H 2.059 0.682 -1.239  C4 1.208
16 H 2.462 -0.816 0.924  C5 1.073
17 H 0.830 -2.503 0.512  C6 1.074
18 H 0.176 -0.801 -1.714  C7 1.045

Values from the calculation:
E_LUMO ... 0.993 eV
HOMO-LUMO gap ... 9.67 eV
SMILES ... C[C@@]12CCC=C[C@H]1O2
E_HOMO ... -0.31884 Eh
Total charge ... 0
2S+1 ... 1

According to the calculations, the structures order from most to least stable as <ii>, <i>.